The following is a quantum chemistry calculation of a structure of composition C45H46N4O2PSSiTi in a non-equilibrium geometry, from the OMol25 dataset.

## Properties
Orbital gap (alpha / beta), Ha: 0.2379 / 0.2150
DFT total energy, eV: -108584.96883
Multiplicity: 2
Net charge: 0
⟨S²⟩: 0.803

Geometry (Å):
Ti (-0.7690, 0.2380, 0.5189)
O (-0.3572, 3.2576, 1.2459)
C (-0.0270, 2.3250, 1.9437)
O (-0.7431, 1.1930, 2.0578)
C (1.2789, 2.2852, 2.6685)
C (1.5046, 3.0406, 3.8104)
C (2.7584, 3.0201, 4.3987)
C (3.7796, 2.2762, 3.8203)
C (3.5470, 1.5420, 2.6653)
C (2.2816, 1.5006, 2.0789)
P (1.9058, 0.7739, 0.3665)
C (2.8661, 2.1044, -0.4749)
C (4.0348, 1.7872, -1.1631)
C (4.7789, 2.7828, -1.7845)
C (4.3539, 4.1043, -1.7414)
C (3.1821, 4.4251, -1.0694)
C (2.4422, 3.4329, -0.4338)
C (2.8737, -0.7802, 0.3374)
C (3.5459, -1.4535, 1.3174)
C (3.9704, -2.8073, 1.2706)
C (3.6336, -3.8381, 0.3382)
C (2.6261, -3.8307, -0.5722)
C (1.6345, -2.6869, -0.6983)
H (0.7073, 3.6439, 4.2289)
H (2.9486, 3.6056, 5.2906)
H (4.7697, 2.2854, 4.2618)
H (4.3753, 1.0275, 2.1924)
H (4.3629, 0.7549, -1.2284)
H (5.6884, 2.5198, -2.3133)
H (4.9326, 4.8795, -2.2314)
H (2.8415, 5.4535, -1.0317)
H (1.5395, 3.7036, 0.1000)
H (3.7648, -0.9316, 2.2395)
H (4.6347, -3.1126, 2.0736)
H (4.2433, -4.7360, 0.3916)
H (2.5320, -4.6776, -1.2450)
H (0.9978, -2.8651, -1.5674)
C (-6.5783, 1.5933, -0.0562)
Si (-6.5508, 0.2582, 1.2263)
C (-7.2166, 0.9138, 2.8348)
C (-7.6721, -1.1119, 0.6372)
C (-4.8994, -0.5786, 1.6094)
C (-4.9767, -1.7315, 2.3785)
C (-3.8485, -2.4941, 2.6723)
C (-2.6463, -2.0783, 2.1658)
N (-2.5150, -0.9512, 1.4460)
C (-3.6016, -0.1923, 1.1843)
S (-3.2023, 1.2435, 0.3199)
H (-7.6222, 1.8991, -0.2082)
H (-6.1757, 1.2392, -1.0110)
H (-5.9949, 2.4663, 0.2486)
H (-8.2192, 1.3392, 2.6988)
H (-6.5649, 1.6967, 3.2414)
H (-7.2865, 0.1117, 3.5797)
H (-8.6675, -0.7100, 0.4053)
H (-7.7982, -1.8912, 1.3992)
H (-7.2785, -1.5872, -0.2693)
H (-5.9444, -2.0644, 2.7527)
H (-3.9068, -3.3981, 3.2640)
H (-1.7514, -2.6608, 2.3166)
C (0.4082, -2.6279, 3.4135)
C (0.5936, -3.8293, 2.7611)
C (0.8173, -3.8045, 1.3928)
C (0.8335, -2.6213, 0.6459)
C (0.3401, -1.4399, 1.2563)
C (0.2281, -1.4779, 2.6594)
C (2.5158, -1.3833, -1.0070)
C (3.7462, -1.8094, -1.7893)
C (3.8115, -1.6519, -3.1024)
C (2.8920, -0.7651, -3.8014)
C (3.0048, -0.5348, -5.1681)
C (2.4426, 0.5827, -5.7630)
C (1.8806, 1.5381, -4.9256)
C (1.7497, 1.3122, -3.5624)
C (2.1076, 0.0773, -2.9699)
N (1.7998, -0.2665, -1.6579)
H (0.3304, -2.5843, 4.4947)
H (0.6278, -4.7674, 3.3029)
H (1.0832, -4.7328, 0.9069)
H (-0.0168, -0.5782, 3.1963)
H (4.5686, -2.2581, -1.2526)
H (4.6693, -2.0267, -3.6549)
H (3.5960, -1.2293, -5.7610)
H (2.5241, 0.7523, -6.8280)
H (1.5685, 2.4956, -5.3313)
H (1.4417, 2.1478, -2.9511)
N (-0.7018, 1.5304, -1.1998)
C (-1.6076, 1.5580, -2.3865)
C (-1.6975, 0.2130, -3.0869)
C (-2.2085, -0.8891, -2.1831)
N (-1.2392, -1.1373, -1.0886)
H (-0.7477, 2.4307, -0.7205)
H (0.2433, 1.4171, -1.5325)
H (-1.2411, 2.3068, -3.0832)
H (-2.5915, 1.8565, -2.0504)
H (-0.7166, -0.0613, -3.4731)
H (-2.3635, 0.3104, -3.9446)
H (-2.3607, -1.8006, -2.7570)
H (-3.1561, -0.6033, -1.7361)
H (-0.2913, -1.1632, -1.4910)
H (-1.4067, -2.0401, -0.6688)